2 unconnected molecules or ions with the total composition C47H63N2O2 at a distorted geometry. Source: the Open Molecules 2025 dataset; level of theory: ωB97M-V/def2-TZVPD.

```
114
Properties=species:S:1:pos:R:3:forces:R:3
C -0.76950 -6.40564 6.06197 0.0 0.0 -0.2
O 0.07199 -6.34322 4.88790 -0.5 0.8 -0.9
C -0.08968 -5.33657 3.98950 0.4 0.1 0.6
C 0.75928 -5.34743 2.84965 -0.2 -0.3 0.6
C 0.90025 -4.21522 2.08441 -0.1 0.5 -0.1
C 0.25986 -3.01017 2.48983 -1.0 0.4 -0.4
C 0.73860 -1.73844 2.01116 2.1 -1.2 1.4
O 0.93205 -0.71154 2.82976 -0.1 -0.7 -1.3
C 1.10040 -0.88154 4.24770 -0.5 -0.3 0.5
C -0.79727 -3.10118 3.42965 0.5 0.0 0.4
C -0.96552 -4.23945 4.19078 0.0 -0.2 0.2
H -0.38284 -7.25979 6.61574 -0.1 0.2 0.0
H -0.70813 -5.49843 6.67762 0.2 -0.2 -0.3
H -1.81403 -6.58960 5.78387 0.2 0.0 0.0
H 1.34068 -6.24977 2.66939 -0.2 0.2 -0.1
H 1.52736 -4.21108 1.18936 0.0 0.0 0.4
H 1.36384 -1.74694 1.11271 -0.4 0.3 0.3
H 0.16526 -1.23726 4.69664 0.5 0.2 0.1
H 1.91747 -1.59668 4.42574 -0.3 0.2 0.0
H 1.34865 0.11661 4.61180 0.0 -0.3 -0.1
H -1.43632 -2.23130 3.59288 0.2 -0.3 0.0
H -1.69601 -4.25596 5.00550 0.2 0.0 -0.5
C 3.18716 -0.01884 0.01730 -0.4 -0.3 -0.4
C 3.64809 1.28288 0.63777 -0.3 -0.4 0.4
C 4.97365 0.94029 1.33295 0.1 0.2 0.2
C 3.98248 2.33131 -0.41894 -0.1 0.3 -0.1
C 2.53527 1.79642 1.61199 0.3 -0.5 -0.4
C 2.86501 1.77486 2.96490 0.2 0.3 0.3
C 2.14570 2.51206 3.89160 -0.1 0.0 -0.2
C 1.02201 3.19856 3.46535 0.2 -0.2 0.4
C 0.47398 2.98801 2.19784 -0.4 0.1 -0.2
C -0.92880 3.65869 2.01304 0.3 0.0 0.1
C -1.83746 2.93187 1.04766 -0.1 0.1 -0.4
C -0.73720 5.11937 1.58773 0.1 0.2 0.0
C -1.70877 3.67947 3.33671 -0.1 0.1 0.3
C 1.23370 2.25421 1.23550 -0.1 0.2 0.2
N 0.70701 2.02179 -0.10674 0.0 0.1 -0.2
C 0.64537 3.09214 -1.10958 0.7 0.5 0.5
C -0.22634 2.53519 -2.20442 -0.6 -0.2 -0.6
N -0.39150 1.11280 -1.86391 0.3 0.1 0.0
C -0.91968 0.20699 -2.87841 -0.3 -0.2 -0.6
C -0.10184 -0.18828 -3.97744 0.2 0.2 0.0
C 1.41686 0.06431 -4.21519 -0.3 0.1 -0.1
C 2.06819 -1.18059 -4.84852 0.1 -0.2 -0.1
C 2.20534 0.32840 -2.95315 0.3 0.3 0.3
C 1.59073 1.22729 -5.19463 0.0 0.1 -0.1
C -0.69457 -0.90074 -5.02643 -0.1 -0.5 -0.2
C -1.87671 -1.59800 -4.83856 0.3 0.2 0.3
C -2.61837 -1.30918 -3.70053 -0.1 -0.1 -0.4
C -2.29079 -0.21415 -2.89196 -0.1 0.1 0.3
C -3.51049 0.54848 -2.28074 0.2 -0.7 0.5
C -4.77506 -0.31900 -2.24867 -0.2 0.0 -0.2
C -3.79101 1.77526 -3.16169 0.1 0.0 -0.3
C -3.26749 0.98419 -0.85767 0.2 0.4 0.4
C 0.05207 0.88663 -0.57207 -0.2 -0.6 0.9
C -0.17923 -0.21986 0.25947 -0.3 1.5 -1.1
C -0.79417 -1.43599 -0.25775 -0.4 -0.7 0.2
C -0.13573 -2.18129 -1.25841 -0.3 0.1 0.4
C -0.70643 -3.35126 -1.74994 -0.1 0.0 0.0
C -1.94340 -3.78998 -1.26484 0.1 0.2 -0.1
C -2.60080 -3.05910 -0.26931 0.2 -0.1 0.2
C -2.00404 -1.92730 0.28190 0.5 -0.1 -0.5
H 2.14800 0.05819 -0.30236 0.4 -0.2 -0.1
H 3.81933 -0.28810 -0.83737 -0.1 -0.1 0.2
H 3.22911 -0.82678 0.75485 0.2 0.0 0.0
H 5.40048 1.80221 1.85463 0.0 -0.1 0.0
H 4.85572 0.10931 2.03580 0.1 0.1 0.0
H 5.70177 0.61137 0.57898 -0.2 0.1 0.1
H 4.33262 3.25187 0.06836 0.0 -0.2 -0.2
H 4.77455 1.96077 -1.08529 -0.2 0.1 0.2
H 3.11760 2.57833 -1.03494 0.3 -0.1 0.1
H 3.72816 1.20876 3.31581 -0.1 0.4 -0.2
H 2.46708 2.56300 4.93031 0.0 0.1 -0.2
H 0.53370 3.86556 4.17668 0.1 -0.4 -0.3
H -1.99208 1.89325 1.36374 0.1 0.2 -0.2
H -2.82102 3.42625 1.01482 0.3 -0.1 0.1
H -1.44175 2.96324 0.03405 -0.2 -0.1 0.2
H -0.30142 5.68628 2.42073 0.0 0.0 -0.3
H -0.07104 5.21767 0.72294 -0.2 0.1 0.2
H -1.70945 5.56411 1.33424 0.2 0.0 0.1
H -1.30633 4.41269 4.04099 -0.1 -0.2 0.0
H -2.74839 3.97425 3.14816 0.2 -0.1 0.0
H -1.71550 2.69005 3.80731 0.0 0.1 0.0
H 0.26343 4.02131 -0.66785 0.0 -0.3 -0.2
H 1.65433 3.31857 -1.47889 -0.3 0.1 0.0
H -1.21633 3.02199 -2.23764 0.3 -0.1 0.1
H 0.21931 2.64469 -3.20037 -0.1 0.0 0.3
H 1.77642 -1.31413 -5.89454 0.1 -0.1 0.2
H 3.16020 -1.07440 -4.82969 -0.2 0.0 0.0
H 1.80889 -2.08982 -4.29238 0.0 0.1 -0.1
H 1.79972 1.15369 -2.37109 0.2 -0.2 0.0
H 2.23408 -0.56735 -2.32636 0.0 0.2 -0.1
H 3.24272 0.59824 -3.20444 -0.2 -0.2 0.0
H 1.15709 2.15718 -4.80886 0.1 -0.2 -0.2
H 2.66113 1.39392 -5.37532 -0.2 0.0 0.0
H 1.11094 0.99223 -6.15199 0.1 0.1 0.1
H -0.17924 -0.99287 -5.98446 0.0 -0.2 0.5
H -2.21549 -2.34212 -5.56370 0.1 0.3 0.2
H -3.50731 -1.91062 -3.50636 0.1 0.6 -0.2
H -4.60862 -1.23936 -1.67467 0.0 0.1 -0.1
H -5.58819 0.23467 -1.76082 0.2 0.0 -0.1
H -5.11552 -0.57731 -3.25675 0.0 0.0 0.2
H -2.91209 2.42709 -3.24215 -0.2 -0.1 0.0
H -4.06712 1.44973 -4.17336 0.1 0.2 0.2
H -4.62121 2.36310 -2.74568 0.2 -0.2 -0.1
H -2.29381 1.44936 -0.78345 -0.3 0.0 0.1
H -4.03078 1.70948 -0.53906 0.1 -0.2 0.0
H -3.26954 0.13310 -0.16879 -0.1 0.2 -0.2
H -0.17275 0.04541 1.30912 -0.4 0.2 -0.4
H 0.83074 -1.81853 -1.62522 -0.4 -0.2 0.1
H -0.18051 -3.90728 -2.52685 -0.2 0.0 0.2
H -2.39069 -4.69835 -1.66693 0.1 0.2 0.1
H -3.58040 -3.37664 0.09173 0.3 0.0 0.0
H -2.44968 -1.39458 1.12859 0.0 -0.2 -0.4
```
Positions in Å, forces in eV/Å.

Calculated values
**Spin multiplicity**: 1
**M**: 688.0 g mol⁻¹
**Electronic energy**: -56827.038 eV
**Maximum force**: 2.8 eV/Å
**Orbital gap**: 5.289 eV
**Total charge**: +1

Atomic partial charges in e from the Mulliken method, atoms 1 to 6: C -0.800; O -0.385; C 0.865; C -1.013; C -0.307; C 0.449